Entry 1:
56
Properties=species:S:1:pos:R:3:forces:R:3:mulliken_charge:R:1 method="wB97M-V/def2-TZVPD" orbital_gap_ev=1.2 e_homo_ev=-12.61 total_charge=+2 de_lowest_kj_mol=472.3 mol_weight_g_mol=555.81 total_energy_ha=-1394.1955 e_lumo_ev=-11.4343
H 3.7774 1.8595 -4.5532 0.0 1.1 -0.2 0.310
H -2.6703 1.2769 -0.4855 0.2 0.3 0.0 0.303
C 4.2468 2.0501 -3.5881 0.4 -0.3 -0.1 -0.834
H -1.6273 -5.9529 -1.6133 -0.5 0.0 -0.1 0.277
C -1.8250 0.8467 0.0515 -0.2 -0.2 0.8 -0.842
H -1.6679 -10.5451 -2.7034 0.2 0.4 -0.1 0.349
C 7.6713 3.7032 -2.8848 -1.5 0.2 0.1 -0.874
H -3.1619 -10.6183 -3.6711 0.2 0.2 -0.1 0.317
H 8.3853 -3.6839 0.9524 -0.2 0.0 -0.2 0.332
H -10.0935 7.2871 2.7369 -0.1 0.0 0.2 0.266
C 4.0315 -3.0197 2.1455 0.8 0.2 0.3 -1.033
H 8.0632 -2.2259 1.8645 0.0 0.2 -0.3 0.277
C -1.5276 -6.4130 -2.5964 1.1 -0.1 -0.8 -0.873
C -8.9146 7.3972 4.4017 0.0 0.7 0.5 0.694
H 4.4544 1.0064 -3.3522 0.1 0.0 1.0 0.313
O -0.0947 1.7659 1.4120 -1.4 1.0 1.2 -0.364
C -2.5761 -8.5641 -3.2862 1.0 0.0 -0.9 0.752
H 7.8023 -2.2184 0.0751 0.2 0.0 0.1 0.262
H -7.8462 5.2661 2.9970 0.1 0.8 0.0 0.303
C 6.1643 3.3428 -2.6869 0.7 0.5 2.8 0.644
O -3.1665 -7.9822 -4.1782 -0.7 -0.7 0.4 -0.529
H 3.5884 2.5567 -2.8824 0.1 -0.3 -0.1 0.296
Tl 4.6625 4.1683 4.3661 0.0 0.0 -0.1 1.000
N 5.5218 2.7793 -3.7018 -0.9 -1.1 -1.3 -0.213
H 6.0362 -4.1148 0.8738 0.3 0.0 0.1 0.227
H 8.2823 3.2533 -2.1023 -0.2 0.0 0.0 0.271
C -8.6504 5.7893 2.4795 -1.1 0.6 0.3 -0.762
C 5.4199 -2.4936 1.8625 1.1 3.8 0.0 0.733
O -7.8683 6.9999 4.9097 -0.8 0.4 0.0 -0.534
H 8.0800 3.4574 -3.8650 -0.2 0.1 0.0 0.321
H -9.1693 9.2012 5.5544 -0.2 -0.5 0.6 0.302
C -1.3385 1.6856 1.2210 -1.0 -1.9 -2.1 0.765
H -10.6130 8.0438 5.6023 0.1 0.3 0.1 0.283
C -9.8359 8.5301 5.0127 1.6 -0.6 -0.8 -0.994
O 5.6301 3.5970 -1.5759 0.7 -0.5 -2.1 -0.642
O 5.7279 -1.3032 2.1616 -0.8 -1.8 0.0 -0.638
H -2.0954 -5.9605 -3.4094 -0.6 -0.2 0.5 0.338
H -1.0601 0.4559 -0.6195 0.4 0.6 -0.2 0.319
O -2.2277 2.1269 2.0159 2.2 0.3 0.0 -0.332
H -0.5039 -6.2081 -2.9099 0.3 0.0 0.1 0.330
H -8.4094 6.3306 1.5646 0.7 -0.8 -0.4 0.309
N -1.6791 -7.8505 -2.5418 0.2 0.2 0.6 -0.163
H -9.4135 5.0342 2.2906 0.0 -0.1 -0.4 0.296
H -3.2169 -10.0741 -2.0229 0.0 -0.2 0.2 0.304
C -2.6095 -10.0438 -2.9275 -1.2 0.2 -0.2 -1.082
C 7.7470 -2.8013 0.9945 -0.9 -0.2 0.5 -0.774
H 6.0710 2.4566 -4.4855 0.2 0.4 0.1 0.268
H 3.5731 -3.3584 1.2164 -0.1 -0.5 0.3 0.335
H -0.9074 -8.3889 -2.1748 -0.2 0.1 0.3 0.267
H 3.4238 -2.2384 2.6020 0.2 0.1 -0.3 0.262
N 6.3500 -3.2256 1.2358 -0.2 -1.2 -0.2 -0.179
N -9.3350 6.8432 3.2347 0.0 -0.4 0.2 -0.168
H 4.1959 -3.7483 2.9394 -0.5 -0.6 -0.4 0.311
H -10.2487 9.2191 4.2759 -0.3 -0.6 -0.4 0.363
H -2.1817 -0.0792 0.5026 -0.3 -0.1 0.3 0.279
H 7.6288 4.7819 -2.7344 0.6 0.0 -0.1 0.253


Entry 2:
45
Properties=species:S:1:pos:R:3:forces:R:3:mulliken_charge:R:1 method="wB97M-V/def2-TZVPD" orbital_gap_ev=7.7 e_homo_ev=-6.73 total_charge=-1 de_lowest_kj_mol=0.0 mol_weight_g_mol=732.21 total_energy_ha=-8516.9771 e_lumo_ev=0.9995
H 2.3813 -0.3675 -0.8770 0.0 -0.2 0.0 0.250
O 1.2454 -1.0150 3.6516 0.1 -0.1 -0.1 -0.654
S -4.0619 0.5877 -0.0344 0.2 0.2 -0.2 -0.430
O -2.8211 -1.4444 -1.7304 0.3 0.6 -0.3 -0.526
F 1.4760 -5.2686 1.2398 -0.1 0.1 -0.1 -0.229
F 0.1412 -1.8692 6.2910 0.0 0.1 0.0 -0.218
C -2.1743 3.1942 -1.0918 0.4 -0.1 0.2 -0.014
C -0.4516 4.5025 -0.0477 -0.1 -0.1 0.3 -0.536
S 0.1475 -2.9884 1.2027 0.2 -0.2 0.2 1.137
C 1.1886 1.8017 -2.0958 -0.5 0.0 -0.8 0.443
C 0.4458 4.0403 -1.1312 -0.5 -0.4 0.1 0.114
H -0.7238 -0.9522 -2.6523 0.0 -0.1 -0.1 0.711
H -2.2460 -1.6712 -0.9787 0.0 -0.6 0.3 0.271
Br 3.3324 3.2962 -3.4735 -0.3 -0.2 0.0 -0.075
H -0.0398 5.1723 0.6898 0.1 0.3 0.0 0.428
O -3.9360 0.3191 -3.0160 0.1 -0.1 -0.3 -0.529
C 0.2055 -2.7540 5.2939 0.0 -0.3 0.0 0.608
N 0.1951 -3.1653 2.7684 -0.2 0.5 -0.5 -0.398
C 0.8185 0.5137 -2.4936 -0.5 0.3 -0.1 -0.767
C 3.4215 1.4301 -1.3362 0.1 0.2 0.0 0.432
O 1.2957 4.7620 -1.5697 0.8 0.4 -0.2 -0.498
O -1.1287 -2.6110 0.6536 -0.4 0.1 -0.2 -0.728
O -3.2564 3.2830 -1.5945 -0.8 0.0 -0.4 -0.507
H -2.4092 4.4252 0.7307 -0.3 0.1 0.0 0.435
F 1.3573 -3.4243 5.4063 0.0 0.0 0.0 -0.235
F 0.3246 -4.9062 -0.5555 0.0 0.1 -0.1 -0.232
C 2.6430 2.1087 -2.1738 0.2 0.2 0.3 -0.787
C -1.7129 4.1006 -0.0237 0.2 0.1 0.3 -0.755
C -1.4931 0.8918 -1.8818 0.1 0.2 -0.4 0.144
F -0.6757 -5.4948 1.2704 0.0 0.0 -0.1 -0.225
F -0.7971 -3.6251 5.4453 0.0 0.1 0.0 -0.235
H 1.5710 -0.1599 -2.8675 0.1 -0.1 -0.1 0.706
C 0.3285 -4.7677 0.7742 0.0 -0.2 0.2 0.544
O -1.1905 -1.2337 3.6985 -0.1 -0.2 -0.1 -0.645
H 3.5974 0.0273 0.2848 0.2 0.1 0.2 0.537
C 0.1742 2.6539 -1.6318 0.0 -0.2 0.0 0.750
H -4.0136 -0.5408 -3.4493 -0.1 0.0 -0.1 0.321
Br 5.3105 1.6012 -1.3224 -0.2 0.0 0.0 -0.181
O 1.2958 -2.3503 0.6212 0.2 0.1 -0.1 -0.629
C 2.8457 0.4615 -0.3588 0.2 -0.5 0.4 -1.264
H 2.0735 0.8974 0.2671 -0.1 0.2 0.1 0.269
C -0.4899 0.0652 -2.3860 0.3 0.3 0.2 -0.455
P -3.1324 0.1394 -1.6499 -0.5 -0.3 1.2 0.956
S 0.0936 -1.8720 3.6828 0.0 0.2 0.3 1.067
C -1.1556 2.2069 -1.5488 0.5 -0.5 -0.1 0.628


Entry 3:
65
Properties=species:S:1:pos:R:3:forces:R:3:mulliken_charge:R:1 method="wB97M-V/def2-TZVPD" orbital_gap_ev=6.3 e_homo_ev=-11.44 total_charge=+1 de_lowest_kj_mol=0.0 mol_weight_g_mol=936.38 total_energy_ha=-5999.2035 e_lumo_ev=-5.1167
S 0.5673 0.5734 -2.6567 0.0 0.0 0.0 1.462
O -0.9628 -1.1845 0.4946 -0.1 0.0 0.2 0.816
H 1.9337 1.5817 7.3942 0.0 0.0 0.0 0.433
C 1.1418 3.5505 4.7565 0.0 0.0 0.0 -1.007
C 3.1519 0.0658 3.0728 0.0 0.0 0.0 -0.933
C -3.2096 -5.2382 2.2654 0.0 0.0 0.0 0.137
H 2.6640 5.0683 6.3253 0.0 0.0 0.0 0.382
S -0.3201 0.1066 3.3743 0.0 -0.2 0.0 1.722
C 1.5496 1.8667 6.4228 0.0 0.0 0.0 -0.760
O -1.4259 0.6798 2.6696 0.0 0.0 0.0 -0.640
F 0.4470 -2.7111 -1.1744 0.0 0.0 0.0 -0.230
C 4.4519 0.2476 2.6145 0.0 0.0 0.0 -0.364
H -5.0929 -5.1594 1.2382 0.0 0.0 0.0 0.449
C 1.2963 -1.8814 -0.5786 -0.1 0.0 0.1 0.353
C -0.4600 3.9999 -4.4556 0.0 0.0 0.0 -0.655
S -0.5961 2.6006 -0.1456 0.0 0.0 0.0 1.616
O -2.9703 -1.0682 -0.5470 0.0 0.0 0.0 -0.454
O 1.4456 0.7834 -1.4208 0.0 0.0 0.1 -0.478
H 5.2613 0.2836 3.3318 0.0 0.0 0.0 0.474
H -1.0552 5.0531 -1.2978 0.0 0.0 0.0 0.556
O -0.4339 -0.3479 -2.1101 0.0 0.0 0.0 -0.481
F 2.3443 -1.7265 -1.3898 0.1 0.0 0.0 -0.201
C 0.5300 2.6154 3.9429 0.0 0.0 0.0 -0.274
C -1.6550 -3.4788 1.8190 0.0 0.0 0.0 0.036
H -0.4846 4.3450 -5.4799 0.0 0.0 0.0 0.429
H -0.6960 -3.0119 1.9916 0.0 0.0 0.0 0.449
H 0.8499 -0.1142 5.9469 0.0 0.0 0.0 0.555
C 2.2802 4.2255 6.8974 0.0 0.0 0.0 -1.487
H 1.2097 4.5797 4.4274 0.0 0.0 0.0 0.414
C -2.3051 -1.6769 0.2075 0.1 -0.1 -0.1 0.167
C -1.9738 -4.6472 2.4858 0.0 0.0 0.0 -1.105
C 4.7339 0.3791 1.2582 0.0 0.0 0.0 -1.194
O -1.3362 3.5857 0.5443 0.0 0.0 0.0 -0.659
O 1.2680 0.2054 -3.8286 0.0 0.0 0.0 -0.662
C -3.8164 -3.5133 0.7305 0.0 0.0 0.0 -0.777
O 0.6841 2.1757 0.5127 0.0 0.1 0.1 -0.563
C -0.7645 4.4005 -2.1087 0.0 0.0 0.0 -0.553
C -0.0863 2.6856 -4.1842 0.0 0.0 0.0 -0.684
H -1.0686 5.8785 -3.6281 0.0 0.0 0.0 0.424
H -4.5188 -3.0574 0.0461 0.0 0.0 0.0 0.501
Br -3.6428 -6.8290 3.1729 0.0 0.0 0.0 -0.152
H -1.2721 -5.0971 3.1731 0.0 0.0 0.0 0.455
H 2.9198 -0.0393 4.1208 0.0 0.0 0.0 0.647
C -2.5755 -2.9119 0.9419 0.0 0.0 0.0 0.755
C 0.4499 1.2992 4.3834 0.0 0.0 0.0 -0.395
C 2.1784 0.0261 2.1006 0.0 -0.1 0.1 0.969
H 1.5356 4.6105 7.5972 0.0 0.0 0.0 0.309
N 2.4576 0.1360 0.8003 -0.1 0.0 0.0 0.124
H 3.0933 3.8016 7.4851 0.0 0.0 0.0 0.388
F 1.7398 -2.5099 0.5399 0.0 0.0 0.0 -0.215
W 0.3488 0.0076 0.1704 0.5 -0.3 -0.8 1.033
O -1.2310 1.2264 -0.2859 -0.1 0.1 0.0 -0.526
H 3.8208 0.3988 -0.7197 0.0 0.0 0.0 0.573
C 3.6950 0.3165 0.3501 0.0 0.0 0.0 -0.196
C 1.6576 3.1935 6.0032 0.0 0.0 0.0 0.941
C -0.7849 4.8555 -3.4238 0.0 0.0 0.0 -0.706
N 0.7964 -0.1581 2.1068 -0.2 0.5 0.1 -0.093
H 5.7455 0.5192 0.9086 0.0 0.0 0.0 0.456
C 0.9483 0.9130 5.6218 0.0 0.0 0.0 -0.326
C -4.1365 -4.6811 1.3926 0.0 0.0 0.0 -0.635
H 0.1087 2.9012 2.9886 0.0 0.0 0.0 0.439
C -0.4027 3.0950 -1.8333 0.0 0.0 0.0 0.364
O -0.4409 -1.1235 4.0834 0.0 0.0 0.0 -0.749
H 0.2041 2.0186 -4.9838 0.0 0.0 0.0 0.558
C -0.0583 2.2238 -2.8841 0.0 0.0 0.0 -0.236